[1]
ORCA calculation (the ωB97M-V functional and the def2-TZVPD basis) on a cluster of 14 separate species, C63H86BF6NO21S3 in total in a non-equilibrium geometry.

Values from the calculation:
* LUMO: -0.96 eV
* strongest force on any atom: 0.088 Eh/bohr

Geometry (Å):
H  7.294  -30.449  -5.965
H  1.592  -34.786  -8.233
H  9.933  -34.660  -19.702
O  0.530  -33.402  -10.966
O  4.367  -25.852  -10.302
C  -1.284  -42.053  -18.093
C  -1.060  -24.708  -4.446
H  -1.734  -24.225  -1.162
H  6.941  -24.331  -11.574
O  -0.296  -27.955  5.012
O  -2.703  -39.610  -12.565
H  -10.214  -36.456  -0.368
H  -2.794  -41.503  -13.245
C  -0.607  -39.728  -18.303
H  0.000  -26.685  6.578
H  8.873  -31.055  -5.694
C  6.782  -35.939  -19.942
C  9.378  -27.875  -16.878
H  -9.681  -27.665  -7.272
O  -7.471  -36.786  -2.454
H  -4.233  -27.694  -17.937
C  0.761  -43.674  -4.714
C  -6.905  -29.074  -9.648
F  5.502  -35.626  -20.003
H  -2.202  -38.392  -19.099
B  0.553  -42.205  -3.023
H  -5.656  -37.224  -13.516
C  10.472  -27.509  -17.577
C  0.733  -25.427  -3.102
H  -1.706  -26.867  6.065
C  -7.932  -27.163  -8.388
H  -1.917  -34.894  -6.735
F  -3.843  -40.121  -19.737
H  -7.265  -34.655  -0.112
O  -0.396  -39.125  -1.477
H  3.450  -22.825  -11.675
C  5.615  -29.978  -1.345
C  -7.717  -27.147  0.005
C  7.136  -37.159  -20.461
C  -7.851  -25.942  0.665
C  -8.867  -27.649  -0.724
H  2.313  -33.437  -7.506
H  8.924  -26.665  -20.446
C  -9.026  -25.187  0.639
C  8.092  -27.750  -17.438
O  -0.468  -41.154  -2.675
C  -7.960  -34.884  -0.920
C  0.090  -40.143  -1.991
C  -1.331  -35.337  -7.540
H  -1.930  -27.464  -16.157
H  -1.819  -29.032  -15.174
H  -9.923  -38.216  -0.774
O  -3.745  -37.868  -13.199
C  -1.061  -28.697  4.089
H  -1.662  -30.845  -7.634
F  0.635  -25.125  -0.777
H  4.940  -29.127  -1.439
S  -2.481  -29.360  -17.675
O  0.838  -45.632  -3.237
C  -2.280  -28.483  -15.994
H  -3.314  -28.355  -15.676
C  -8.894  -29.323  -8.366
C  7.804  -34.971  -19.716
H  -1.446  -24.627  -5.451
C  0.579  -44.438  -3.351
C  -2.515  -41.717  -18.691
H  -7.078  -25.452  1.239
H  -0.358  -34.734  -9.320
H  -0.546  -31.125  2.590
H  5.914  -30.007  -0.297
H  -8.801  -28.580  -1.268
C  6.055  -23.833  -11.179
H  -1.738  -33.655  -8.888
O  0.323  -43.567  -2.433
H  1.373  -31.499  -8.316
H  3.519  -23.653  -9.961
H  11.226  -26.958  -19.438
C  -2.481  -41.005  -12.327
O  1.045  -44.252  -5.740
H  1.207  -34.992  -12.094
C  9.125  -35.369  -19.800
C  -4.641  -37.077  -13.887
C  0.880  -33.956  -12.184
C  -1.826  -39.372  -18.843
H  -2.719  -23.788  -3.192
H  -3.611  -28.243  -19.441
H  -10.785  -27.242  -1.415
C  8.430  -37.586  -20.516
H  -0.996  -43.050  -17.794
O  -0.214  -29.210  3.258
O  0.682  -42.411  -4.475
H  0.969  -25.292  -5.107
C  -1.764  -24.279  -3.311
C  -0.385  -41.025  -17.877
H  6.412  -37.864  -20.842
H  0.468  -31.866  -6.437
H  2.495  -24.211  -11.238
H  -4.385  -36.019  -13.831
H  8.712  -38.576  -20.842
F  -9.066  -23.917  1.166
H  -1.647  -30.003  1.897
C  1.556  -40.497  -1.867
F  6.959  -28.185  -16.830
C  0.048  -24.960  -1.954
H  4.976  -30.857  -1.421
H  11.429  -27.664  -17.103
C  1.393  -34.022  -7.481
H  -0.029  -29.946  1.303
C  -0.417  -32.480  -6.607
H  -10.981  -25.080  -0.252
H  7.050  -27.108  -19.240
N  0.165  -33.176  -7.930
C  0.644  -32.078  -8.883
C  7.969  -27.165  -18.676
O  -2.276  -28.861  4.135
H  -9.637  -30.074  -8.141
H  -4.679  -37.266  -14.960
O  6.741  -29.918  -2.242
H  -0.953  -28.138  6.985
C  -0.609  -30.104  2.213
C  8.249  -30.179  -5.515
C  -10.005  -26.838  -0.787
H  -0.240  -31.496  -9.141
H  0.016  -34.002  -12.847
C  -7.851  -29.890  -9.112
O  -4.788  -39.894  -13.668
C  6.634  -29.952  -3.650
H  10.441  -36.960  -20.348
H  1.559  -33.292  -12.717
O  7.938  -30.008  -4.093
C  -1.161  -24.470  -2.044
H  -1.413  -41.144  -12.164
H  -2.502  -32.292  -7.011
H  -6.712  -27.541  0.032
C  1.397  -32.676  -10.149
C  -0.759  -27.383  6.223
H  -2.712  -26.980  -18.614
H  -7.995  -30.903  -9.458
F  -5.927  -26.978  -9.712
H  9.614  -28.245  -15.891
C  -9.683  -37.175  -0.992
C  -6.976  -27.689  -9.263
H  6.086  -23.574  -10.120
O  1.786  -41.608  -2.553
H  -10.084  -36.967  -1.985
H  -1.859  -31.133  -5.903
C  9.092  -26.969  -19.424
C  -10.073  -25.646  -0.109
H  -2.154  -35.936  -7.930
C  -0.866  -34.195  -8.521
C  -8.854  -28.035  -7.860
H  -6.169  -29.448  -10.344
S  -7.931  -36.682  -1.014
O  2.374  -39.781  -1.314
C  -1.662  -31.614  -6.861
C  -3.864  -39.222  -13.142
S  4.583  -24.967  -11.528
H  1.221  -34.538  -6.536
H  -3.147  -42.497  -19.090
C  0.213  -25.245  -4.337
C  -3.296  -27.888  -18.460
H  -7.544  -34.412  -1.810
C  3.447  -23.716  -11.047
H  -8.955  -34.497  -0.701
H  -2.999  -41.440  -11.471
O  -3.543  -30.402  -17.435
O  5.633  -29.828  -4.283
H  7.650  -33.936  -19.447
H  8.556  -29.214  -5.920
H  1.813  -31.888  -10.778
H  -7.889  -26.120  -8.112
H  1.769  -25.684  -2.938
H  5.959  -22.877  -11.693
H  2.299  -33.263  -9.979
C  -2.773  -40.422  -18.988
C  9.425  -36.619  -20.220
H  0.555  -41.260  -17.401
H  -0.444  -33.114  -5.720
H  -0.651  -36.088  -7.140
H  0.268  -39.095  -18.281
C  10.335  -27.082  -18.841

=====

[2]
ORCA calculation (the ωB97M-V functional and the def2-TZVPD basis) on a structure of composition C64H132F24N11O19S8 in a non-equilibrium geometry.

Values from the calculation:
* charge: +3
* LUMO: -5.51 eV
* strongest force on any atom: 0.128 Eh/bohr

Geometry (Å):
H  -2.282  3.879  -4.778
C  5.431  0.088  -2.759
N  -3.077  0.421  5.546
C  3.929  -2.520  7.845
C  -5.782  -0.314  6.401
H  5.749  -1.157  -1.161
O  0.262  -3.445  -5.767
H  -3.122  -0.173  -7.866
F  8.489  -4.979  2.584
H  4.714  -2.757  5.709
C  -5.169  5.643  3.244
C  3.244  -4.074  0.972
H  -1.571  5.123  -1.219
H  -1.162  -1.624  -6.978
H  -1.259  2.467  -5.131
H  0.717  -2.490  -8.437
H  -0.007  4.262  1.221
F  4.393  -3.562  0.742
H  0.600  5.112  -3.229
H  5.084  -4.028  6.834
H  4.745  -0.151  8.917
H  -3.124  -4.488  4.530
O  -2.535  2.877  5.367
H  1.753  -1.686  -10.118
H  3.051  3.361  5.727
H  4.474  -0.432  -2.788
H  3.154  1.632  7.810
F  -5.340  -1.533  6.265
C  -2.887  0.823  -3.897
C  4.173  1.452  7.467
H  4.780  1.960  1.946
H  2.736  5.346  -1.117
C  -3.345  1.829  -0.422
C  5.718  0.699  3.421
H  7.142  -0.206  -1.414
H  -6.218  5.645  0.561
H  0.172  6.398  2.112
C  -0.281  6.393  1.120
F  2.760  0.540  1.821
C  -1.788  -2.772  4.372
N  6.371  0.754  1.083
H  -3.933  1.936  -1.333
C  -0.559  -3.760  0.787
O  5.823  -3.502  2.813
C  5.520  0.724  -0.279
H  1.637  6.847  0.427
H  -3.572  -2.811  2.338
H  2.352  -2.213  -5.288
C  1.389  -0.655  -6.695
H  3.824  2.536  4.353
H  -7.338  5.936  3.314
F  1.536  -2.380  -1.869
H  -7.148  2.389  0.845
F  2.384  -3.064  0.919
C  -0.691  1.205  6.505
H  4.870  -1.739  -4.758
H  -6.172  -0.974  -5.725
F  -3.165  -3.577  -2.982
O  1.902  0.506  -1.561
C  1.742  7.025  -2.971
F  -5.681  0.236  7.669
C  7.385  -5.602  2.233
H  0.468  7.742  -0.458
H  -4.841  -0.042  -3.876
H  -3.889  1.969  1.769
F  -6.275  0.398  -1.440
C  1.648  7.765  -4.289
F  -0.061  1.186  5.312
H  -3.623  -1.123  -4.355
C  -0.337  -4.405  -4.918
F  7.304  -5.476  0.887
S  -5.848  -3.948  -3.143
H  -0.848  -3.986  -4.051
F  -3.807  -5.657  -2.983
C  0.985  -4.005  -6.814
F  -3.777  -4.457  -4.806
S  5.887  -4.894  3.228
C  2.198  -0.811  -9.644
C  1.551  -1.943  6.139
O  -6.535  -4.686  -4.202
N  2.325  -1.761  -7.277
C  1.501  -2.963  -7.846
H  -6.122  3.877  3.927
H  3.964  -0.303  -5.427
F  -0.096  2.076  7.272
H  -0.345  6.543  -2.766
H  -4.246  2.043  -6.651
C  2.327  -0.920  8.954
H  -2.440  -5.458  2.586
C  -2.079  -4.288  4.292
H  2.019  0.153  6.381
C  -6.218  1.905  -5.769
H  -4.822  -2.097  -6.061
F  7.619  -6.874  2.594
O  -1.092  1.299  1.707
H  6.343  -1.289  3.710
H  -0.212  -2.855  0.288
H  -1.325  -2.521  5.326
H  -1.800  -5.499  0.234
H  0.457  -4.831  -7.291
O  -8.302  -2.769  -2.091
H  -2.530  2.553  -0.426
H  -0.871  -1.610  2.636
C  0.641  6.764  -0.009
H  1.887  0.102  -6.089
H  -1.861  -4.319  -0.910
N  -1.543  -3.537  2.062
O  4.178  1.530  6.029
H  -5.058  6.017  4.262
S  -4.777  0.762  5.122
H  -5.247  1.039  -7.636
H  4.765  3.486  5.557
C  -5.341  4.133  3.211
H  1.389  7.171  -5.165
C  1.897  4.693  -0.876
F  1.213  -0.599  2.883
H  1.266  -1.867  5.090
H  0.754  -0.173  -7.439
H  -5.417  -1.092  -7.391
H  7.634  2.303  0.278
N  4.673  -5.800  2.813
H  0.372  -5.124  -4.506
C  -0.006  -5.445  -1.017
O  -3.028  1.888  7.580
H  3.841  -1.883  -8.703
H  0.465  -6.347  -0.628
H  -6.256  1.763  2.326
C  -2.876  -0.298  -6.812
H  0.825  8.458  -4.115
O  -5.072  0.220  3.801
H  -1.908  0.491  -4.241
O  0.798  2.157  0.330
C  6.502  -0.655  1.706
H  -4.067  4.187  0.860
H  2.253  -3.444  -8.472
H  -1.101  7.098  1.259
C  -6.696  5.177  1.421
S  3.223  -4.840  2.763
H  5.497  -1.005  1.470
C  -3.943  -0.090  -4.492
C  -6.543  6.169  2.606
F  -0.629  -2.278  -2.074
H  0.276  -4.134  1.379
H  -6.826  1.066  -5.431
H  2.713  6.532  -2.933
O  3.252  -3.759  3.754
O  -6.076  -4.333  -1.747
C  0.607  6.028  -2.638
N  -5.886  -2.485  -3.458
N  -6.024  3.869  1.805
N  3.355  -1.073  7.740
C  -0.637  4.779  -0.774
H  4.716  0.316  3.611
H  -5.925  2.422  -4.855
H  8.390  0.729  -0.053
C  6.054  -0.137  -1.397
H  4.495  -2.523  8.776
H  -0.706  -5.163  3.167
H  5.277  -0.412  7.179
H  -7.693  4.839  1.138
H  -2.679  -2.566  -7.021
C  2.522  -0.812  6.446
F  -7.521  -0.891  -0.262
O  1.988  -5.675  2.882
H  -7.648  2.870  2.578
H  6.435  2.469  2.328
H  -4.524  3.416  3.286
C  0.493  -1.654  -2.356
H  1.507  -1.638  8.971
C  -2.861  -2.999  1.534
H  3.495  -3.209  -6.228
O  -0.451  1.025  -1.961
S  -2.550  1.671  6.210
C  4.383  -1.290  -5.623
C  3.161  -2.193  -6.019
H  1.904  -2.959  6.314
H  -2.599  -2.050  4.279
H  -1.679  4.654  1.177
N  -4.258  -0.029  -5.998
H  2.824  -0.454  -10.462
H  2.853  -0.900  9.908
H  1.760  7.788  -2.193
H  8.382  1.073  1.542
H  6.075  -0.288  -3.553
H  5.504  1.784  -0.530
F  0.599  -1.584  -3.694
H  -1.034  -4.852  -5.626
H  5.313  1.153  -2.961
S  0.542  0.094  -1.376
H  -6.451  7.207  2.286
S  -7.331  -1.854  -2.693
H  3.121  -3.209  8.087
O  -3.196  2.138  -4.236
H  -2.599  -2.073  1.023
F  2.995  -5.014  0.038
H  -4.248  5.908  2.725
C  7.785  1.293  0.657
C  -5.268  -1.134  -6.312
H  -6.840  2.649  -6.265
H  5.186  -1.303  -6.360
C  -4.982  1.240  -6.599
C  -1.140  -4.762  -0.223
C  6.699  -0.411  3.172
H  -2.172  -1.967  -5.594
H  -0.375  -5.768  -1.990
H  -1.554  -4.690  5.158
H  1.420  -0.061  -9.501
H  2.629  8.196  -4.490
H  1.848  -4.546  -6.424
C  4.538  0.011  7.859
O  6.216  -5.106  4.639
H  0.683  -1.976  6.799
C  -0.930  -2.563  3.161
H  7.709  -0.181  3.511
H  -1.373  3.014  -3.536
C  -0.716  4.950  0.760
C  3.930  2.802  5.404
C  -1.697  -4.756  2.966
H  0.757  -4.699  -1.238
H  5.870  1.226  4.363
F  -5.539  -1.465  -0.727
F  -7.083  -0.312  5.963
H  -3.031  0.786  -0.370
H  -2.803  0.752  -2.812
H  -3.237  -3.696  0.785
C  -4.011  -4.448  -3.488
H  3.359  -0.684  5.760
H  -5.083  1.371  0.623
C  4.950  -2.949  6.756
H  1.905  4.309  0.145
N  0.113  -0.414  -0.034
C  -6.868  2.550  1.886
F  -0.553  0.030  7.144
H  -5.424  3.875  -0.231
H  1.925  3.901  -1.624
C  3.102  -1.126  -8.441
H  4.834  2.031  8.112
O  -5.178  2.152  5.436
C  -4.302  2.116  0.771
C  1.520  0.588  2.387
H  1.898  0.081  8.906
H  5.955  -2.560  6.921
C  -2.198  -1.665  -6.641
H  0.704  -1.140  -6.000
C  -4.916  3.531  0.670
H  7.234  -1.339  1.276
H  4.557  0.305  0.015
C  5.775  1.608  2.218
S  0.205  0.995  0.998
H  0.104  -2.861  3.340
C  -6.606  -0.835  -1.201
H  3.701  -0.353  -7.959
C  -1.981  2.890  -4.432
O  -7.907  -0.821  -3.570
N  0.612  5.610  -1.091
H  -0.491  3.741  -1.072
F  1.530  1.525  3.351
H  -2.341  0.618  -6.558

=====

HOMO-LUMO gap? In order: 7.05 7.78 eV.
HOMO? In order: -8.0107 -13.2925 eV.
Total energy? In order: -5905.3439 -10130.5282 Ha.